A molecular structure, C2H6NO2P at a distorted geometry. Source: the OMol25 dataset; level of theory: the ωB97M-V functional and the def2-TZVPD basis.

Results
Spin multiplicity: 1
M: 107.0 g/mol
Net charge: 0
Max |F|: 3.964 eV/A
HOMO-LUMO gap: 8.3 eV
Highest occupied orbital energy: -8.9 eV
Relative energy (zero: lowest compared OMol25 entry of this formula, charge and spin): 463.4 kJ/mol

CARTESIAN COORDINATES (ANGSTROEM)
C -1.19656 -0.55248 0.72324
C -0.08528 1.20571 -1.07754
N 1.71587 -1.07515 0.46042
O 2.62720 -1.88845 0.52043
O 1.74933 0.10305 1.04699
P -0.17469 1.05465 0.74096
H -1.59457 -0.71893 1.63271
H -1.92117 -0.31678 -0.01179
H -0.71568 -1.36334 0.25536
H -1.00288 1.74763 -1.34437
H 0.84488 1.55230 -1.47748
H -0.24645 0.25178 -1.46894

Force components x, y, z for each atom (eV/Å):
1.847 2.806 -2.105
-0.609 0.285 0.927
-0.955 -2.206 -1.618
-0.774 3.023 1.018
-0.644 0.499 0.146
2.006 -2.675 0.158
-1.361 -0.850 2.965
-1.419 0.499 -0.498
1.191 -1.015 -0.024
0.499 0.513 -0.147
0.268 0.840 -0.089
-0.048 -1.718 -0.733

These are the Mulliken partial charges, in e, on atoms 1 to 5: -1.14 -0.97 0.27 -0.44 -0.37